<A>
This record from the Open Molecules 2025 dataset describes the molecule C24H32N2O2. The level of theory is ωB97M-V/def2-TZVPD.

Last column: Löwdin charge in e.
Atoms and positions in Å:
O -1.87109 -1.32827 -1.64298  0.05
O -4.10599 -1.49131 1.27199  -0.18
N -1.92481 -2.83676 0.03187  0.07
N 4.60066 0.00436 0.19444  -0.17
C 0.12025 2.44386 -0.02313  -0.19
C 4.38742 -0.66200 -1.07052  -0.18
C -1.90975 3.67360 0.71455  -0.03
C 0.90998 2.35074 -1.16663  -0.02
C 2.95380 -1.15944 -1.29960  -0.14
C 4.15967 -0.81632 1.29909  -0.18
C 2.71025 -1.30832 1.18426  -0.14
C 4.30835 1.42604 0.26020  -0.14
C 2.07480 1.96866 1.30643  -0.05
C 1.04286 -2.50847 -0.31882  -0.15
C -3.25667 3.96474 0.60508  -0.08
C 2.49725 -2.04443 -0.13886  -0.32
C 2.85718 1.84020 0.16417  -0.21
C -4.22228 -2.84360 0.91615  -0.22
C -4.56487 -0.58276 0.29408  -0.10
C 0.00102 -1.39776 -0.13209  -0.10
C -3.27546 -3.27262 -0.22040  -0.15
C 2.25904 2.06570 -1.07097  -0.05
C -4.03157 3.32169 -0.34569  -0.10
C -1.35434 -1.82303 -0.66114  -0.49
C 0.72827 2.26817 1.21706  -0.02
C -3.45201 2.38343 -1.18328  -0.09
C -2.10484 2.09092 -1.07795  -0.03
C -1.31679 2.73693 -0.12842  -0.18
H -1.30413 4.19128 1.44492  0.11
H 0.13387 2.34336 2.11646  0.12
H 0.93771 -2.92072 -1.32555  0.12
H -4.05258 1.87352 -1.92196  0.11
H 0.84059 -3.31546 0.39013  0.11
H 2.48865 -1.97279 2.02279  0.12
H 4.29283 -0.25503 2.22669  0.12
H 2.04045 -0.45190 1.23729  0.08
H 4.72184 1.78507 1.20859  0.12
H -5.08383 3.55073 -0.43237  0.10
H 0.46248 2.51844 -2.13554  0.12
H -1.67142 1.33499 -1.71555  0.10
H 5.06491 -1.52569 -1.09046  0.12
H 2.52651 1.82829 2.27926  0.12
H 4.87088 1.89719 -0.55248  0.12
H -3.97423 -3.39476 1.82848  0.12
H 2.85829 2.01531 -1.96996  0.12
H -5.25633 -3.08581 0.62592  0.12
H -3.30968 -4.36238 -0.31796  0.12
H 4.68345 0.01384 -1.87584  0.12
H -5.59468 -0.81615 -0.00169  0.09
H -3.92450 -0.57792 -0.59217  0.07
H 3.12868 -2.94298 -0.13448  0.14
H -1.51504 -3.11457 0.90947  0.14
H -0.09941 -1.13783 0.92317  0.12
H -3.57541 -2.81993 -1.16775  0.12
H 4.82651 -1.68764 1.33363  0.12
H 0.29591 -0.50388 -0.68080  0.11
H 2.28558 -0.30577 -1.39600  0.08
H -4.53293 0.40150 0.75710  0.09
H -3.70297 4.69855 1.26100  0.10
H 2.91767 -1.72483 -2.23327  0.12

Spin multiplicity   1
Structure (SMILES)   COCCNC(=O)CCC1CCN(Cc2ccc(-c3ccccc3)cc2)CC1
Total charge   0
Kohn-Sham gap   8.8401 eV



<B>
This record from the Open Molecules 2025 dataset describes the molecule C24H32N2O2. The level of theory is ωB97M-V/def2-TZVPD.

Last column: Löwdin charge in e.
Atoms and positions in Å:
O -0.78437 -0.18538 -0.21830  -0.01
O 3.42304 -2.88794 -0.80592  0.08
N -4.89572 0.62997 0.31164  -0.18
N 4.86602 -1.65559 0.42408  0.06
C 2.51443 -1.30833 0.73033  -0.14
C 0.39151 0.03978 1.91687  -0.02
C 5.62076 2.39185 -0.34149  -0.08
C 5.46828 1.11760 -0.85902  -0.05
C 7.95994 1.98394 -0.03292  -0.09
C 6.55847 0.26117 -0.96719  -0.25
C 6.37331 -1.14291 -1.46460  -0.13
C 6.04120 -2.08716 -0.29334  -0.17
C 1.55130 -0.21735 2.63060  -0.07
C -6.91574 0.09933 -0.99562  -0.42
C 6.86755 2.82818 0.07304  -0.10
C -2.82258 -0.51848 1.09179  -0.10
C -4.09376 1.51636 -0.50578  -0.17
C 2.61551 -0.88020 2.05264  -0.05
C -7.83034 0.53754 0.14342  -0.08
C -7.57881 -0.98252 -1.84332  -0.08
C 1.35111 -1.07061 0.01894  0.07
C -1.96163 0.44264 0.26887  -0.34
C 7.80447 0.70821 -0.54550  -0.05
C -2.75461 0.90910 -0.95066  -0.10
C 3.61977 -2.03165 0.03288  -0.46
C -4.14208 0.17543 1.45888  -0.18
C 0.28002 -0.38633 0.59627  -0.24
C -5.58243 -0.41370 -0.43236  -0.19
H 1.26603 -1.41570 -0.99947  0.13
H 5.54995 -1.18398 -2.17931  0.12
H 3.50002 -1.09134 2.63460  0.11
H 6.88017 -2.12963 0.40630  0.12
H 5.83337 -3.08734 -0.67893  0.12
H -4.76895 -0.49707 2.04781  0.12
H -7.78239 -1.86529 -1.24051  0.08
H 4.96047 -0.81533 0.97315  0.13
H -3.02244 -1.40831 0.49150  0.13
H 4.76401 3.04528 -0.26323  0.10
H -6.93642 -1.27373 -2.67177  0.07
H 1.61673 0.10872 3.65852  0.11
H 8.93590 2.32060 0.28520  0.10
H 6.98825 3.82360 0.47419  0.10
H -1.69650 1.32118 0.87641  0.15
H -5.79588 -1.23946 0.25032  0.13
H 4.49335 0.78412 -1.18719  0.11
H -3.92172 1.05543 2.07449  0.12
H -8.73941 0.98977 -0.24575  0.07
H -8.10610 -0.31733 0.75730  0.08
H -2.29720 -0.83244 1.99501  0.11
H -8.52028 -0.62164 -2.25049  0.08
H -3.89721 2.41837 0.08426  0.12
H -2.17628 1.64597 -1.50866  0.12
H -2.92131 0.05056 -1.60267  0.12
H 7.28039 -1.49999 -1.95375  0.12
H -0.41305 0.56617 2.40582  0.10
H -4.67429 1.80783 -1.38190  0.12
H 8.65987 0.05212 -0.62528  0.11
H -7.31455 1.26112 0.76836  0.07
H -4.97347 -0.81260 -1.25678  0.12
H -6.71568 0.96736 -1.63185  0.13

Spin multiplicity   1
Structure (SMILES)   CC(C)CN1CCC(Oc2cccc(C(=O)NCCc3ccccc3)c2)CC1
Total charge   0
Kohn-Sham gap   9.1467 eV



Stability summary - winner: <B>; margin: 7.4 kcal/mol.



<A>
This record from the Open Molecules 2025 dataset describes a cluster of 2 separate species, H4INP2 in total. The level of theory is ωB97M-V/def2-TZVPD.

Last column: Löwdin charge in e.
Atoms and positions in Å:
I -2.44390 1.41404 0.83552  0.67
P 2.67078 0.39780 0.10185  0.25
P 1.01174 -0.72016 0.07596  0.31
N -1.41840 0.11044 -0.31684  -0.67
H -2.03550 -0.05142 -1.08778  -0.05
H 0.79054 -1.03237 -1.26398  -0.19
H -1.37897 -0.80087 0.16972  -0.08
H 2.80371 0.68254 1.48556  -0.23

Spin multiplicity   1
Total charge   0
Kohn-Sham gap   8.0692 eV



<B>
This record from the Open Molecules 2025 dataset describes a structure of composition H4INP2. The level of theory is ωB97M-V/def2-TZVPD.

Last column: Löwdin charge in e.
Atoms and positions in Å:
I -2.59937 -1.35599 -1.45048  0.50
P 1.45751 1.12793 0.50183  0.46
P -0.62814 0.49008 0.45445  0.35
N -0.59723 -0.48688 -0.98967  -0.81
H -0.55705 -0.71282 1.14751  -0.12
H 1.24155 1.04390 1.83038  -0.21
H 2.04773 -0.17149 0.36497  -0.15
H -0.36500 0.06527 -1.85899  -0.03

Spin multiplicity   1
Total charge   0
Kohn-Sham gap   7.6544 eV



Stability summary - winner: <B>; margin: 11.3 kcal/mol.



<A>
This record from the Open Molecules 2025 dataset describes a structure of composition C22H35NO4P2Pb. The level of theory is ωB97M-V/def2-TZVPD.

Last column: Löwdin charge in e.
Atoms and positions in Å:
Pb -0.06654 1.41366 1.19734  1.30
P -1.81645 0.87899 -6.14398  0.87
P 1.22432 -0.04604 -6.38800  0.85
O 1.41051 -0.21510 2.08504  -0.18
O 2.82360 -2.76869 8.36221  0.06
O 1.14487 1.68988 3.24763  -0.17
O 3.37964 -0.74473 8.99198  0.06
N 3.14169 -1.58728 8.09781  -0.32
C -0.88208 -1.18960 -3.94556  -0.28
C 3.00343 0.70734 5.23290  0.01
C 2.23830 1.47223 -6.50240  -0.27
C 3.45073 0.18537 6.44006  0.02
C 3.19458 -1.17234 6.73467  -0.15
C 2.27120 -1.50164 4.52433  0.01
C -3.16783 2.09567 -6.24776  -0.29
C -1.81541 0.97941 -2.94118  -0.16
C 1.43297 -0.87361 -2.99214  -0.13
C 2.45609 -1.34423 -6.67740  -0.28
C 0.29274 -1.80858 -3.16958  -0.19
C -0.66354 1.93190 -2.99563  -0.20
C -1.00396 0.98347 -7.81458  -0.41
C 1.61698 0.49546 3.14233  -0.61
C 0.24236 0.08742 -7.95125  -0.41
C 2.69395 -2.03843 5.73790  0.02
C -2.77271 -0.67149 -6.40406  -0.27
C -1.81341 -0.34731 -3.14449  -0.14
C 0.54237 1.41059 -3.82598  -0.30
C 2.33560 -0.11290 4.30448  -0.11
C 1.50106 0.44906 -3.20764  -0.13
C -1.68270 0.41263 2.35544  -0.35
H 3.09305 -1.07350 -7.52920  0.04
H 0.64966 -2.68990 -3.72887  0.11
H -0.30352 2.22753 -1.99033  0.06
H -2.75349 1.43092 -2.58581  0.10
H -3.36054 -0.56769 -7.32616  0.04
H -1.03118 2.86176 -3.47213  0.11
H 2.99157 1.45907 -5.70272  0.05
H -2.66240 -0.91380 -2.73365  0.11
H 2.40706 0.94298 -2.82580  0.10
H -3.74941 2.04859 -5.31729  0.04
H -1.77200 0.71333 -8.55392  0.07
H -3.81342 1.86369 -7.10599  0.04
H 3.06737 -1.44952 -5.77205  0.04
H 3.15872 1.76345 5.02252  0.13
H -2.10292 -1.53748 -6.48580  0.04
H -0.08042 -2.19980 -2.20480  0.12
H 2.31476 -1.33662 -2.53287  0.10
H -2.73847 3.10017 -6.35320  0.04
H -1.31446 -0.52811 2.79059  -0.01
H 1.11921 2.29483 -4.15529  0.10
H -1.92280 1.13007 3.15448  -0.01
H -3.44695 -0.82089 -5.55028  0.04
H 3.92244 0.80917 7.19751  0.12
H 1.86555 -2.16862 3.76128  0.13
H 1.94259 -2.29268 -6.87563  0.04
H 0.93190 0.46974 -8.71697  0.07
H 2.73624 1.48807 -7.48167  0.04
H -1.45730 -2.00708 -4.41383  0.10
H -0.03819 -0.93820 -8.23172  0.08
H -2.55792 0.24641 1.70659  -0.02
H 2.57229 -3.09896 5.96299  0.12
H 0.08943 1.01514 -4.75297  -0.07
H 1.61176 2.36758 -6.38764  0.04
H -0.74208 2.04147 -7.96428  0.08
H -0.44429 -0.64594 -4.79700  -0.03

Spin multiplicity   1
Total charge   0
Kohn-Sham gap   6.3374 eV



<B>
This record from the Open Molecules 2025 dataset describes a structure of composition C22H35NO4P2Pb. The level of theory is ωB97M-V/def2-TZVPD.

Last column: Löwdin charge in e.
Atoms and positions in Å:
Pb -2.46296 -0.59021 -0.42134  1.29
P -0.52383 -1.62921 -4.66964  0.93
P -0.37248 1.98422 -5.34597  0.93
O -0.70727 2.61643 7.72567  0.05
O 1.37914 2.88998 7.09164  0.06
O -0.75872 0.88455 0.66029  -0.11
O -2.63314 0.19611 1.70400  -0.23
N 0.19078 2.58097 6.84766  -0.31
C -0.13500 0.85225 -2.73363  -0.21
C -1.45192 0.74046 1.72387  -0.60
C 2.24710 -0.01051 -4.64934  -0.25
C -1.84946 1.14740 4.11539  0.00
C -1.51108 1.73593 5.32137  0.02
C 0.09300 -3.06703 -5.59956  -0.21
C -0.92863 1.11301 3.05947  -0.11
C 0.73635 -0.39345 -2.76464  -0.26
C -0.30996 0.54649 -6.49318  -0.34
C 1.24851 -0.93205 -4.18302  -0.40
C -0.18661 2.16262 5.53646  -0.15
C 0.77811 2.05427 4.50969  0.03
C 2.71886 1.74376 -2.86192  -0.26
C 3.20217 0.40719 -3.59790  -0.22
C -1.11080 -2.18263 0.45492  -0.32
C 0.33395 2.07297 -3.66896  -0.47
C 0.41647 1.48065 3.29068  0.02
C -1.15052 -0.64780 -6.06544  -0.34
C 0.78215 3.03868 -6.30949  -0.20
C -1.96059 2.81110 -5.58994  -0.20
C 1.73419 2.46943 -3.63251  -0.26
C -1.89559 -2.26472 -3.71793  -0.23
H -1.03119 -3.00148 -0.28219  -0.03
H 1.57442 -0.19610 -2.08972  0.08
H 1.69772 2.47451 -6.54671  0.06
H -0.71313 0.94228 -7.44248  0.09
H 3.25743 -0.38749 -2.83455  0.09
H -1.22276 0.64910 -2.89074  0.05
H 0.23615 -1.20884 -2.22023  0.07
H 0.27794 3.33352 -7.24342  0.05
H -1.89648 3.44514 -6.48937  0.05
H -0.28113 2.92156 -3.27625  0.11
H 1.78366 2.42431 4.70743  0.12
H 2.29659 1.49765 -1.88062  0.08
H 4.20120 0.62836 -3.99394  0.10
H 0.90024 -2.76698 -6.28066  0.07
H -1.57098 -2.72981 -2.77496  0.04
H -2.24536 1.85040 6.11101  0.12
H 1.92675 3.49270 -3.94021  0.05
H 0.74217 0.28207 -6.69866  0.07
H 2.53632 0.05551 -5.70012  0.06
H -2.84324 0.73193 3.98379  0.12
H -0.14193 -1.68736 0.62928  -0.01
H 3.61593 2.34700 -2.66796  0.10
H 1.06593 3.93947 -5.74766  0.05
H -1.58419 -2.49856 1.40306  -0.01
H -0.09685 1.23094 -1.68930  0.09
H -2.18740 -0.37303 -5.83448  0.08
H -0.75467 -3.44735 -6.18141  0.05
H 1.77822 -1.88544 -4.02770  0.10
H -2.35607 -3.04839 -4.34268  0.06
H -2.76430 2.07288 -5.72979  0.04
H 0.45379 -3.84886 -4.92434  0.06
H -1.18328 -1.37248 -6.88870  0.08
H -2.18440 3.44964 -4.72335  0.05
H 1.17913 1.33505 2.52777  0.13
H -2.65644 -1.49361 -3.52230  0.03

Spin multiplicity   1
Total charge   0
Kohn-Sham gap (alpha / beta)   3.0196 / 3.0035 eV



Stability summary - winner: <A>; margin: 149.7 kcal/mol.



<A>
This record from the Open Molecules 2025 dataset describes a cluster of 2 separate species, C3H10N2S in total. The level of theory is ωB97M-V/def2-TZVPD.

Last column: Löwdin charge in e.
Atoms and positions in Å:
S 2.51064 0.62757 0.23897  0.10
N -1.62156 1.27596 0.11334  0.00
N -1.65002 -1.10284 -1.00414  0.05
C -0.30430 0.77146 -0.28867  -0.51
C 0.84209 1.23583 0.60767  -0.79
C -0.35779 -0.79789 -0.43042  -0.30
H -2.27464 0.51991 -0.12869  0.03
H 0.84565 2.36057 0.50011  0.04
H -2.01940 -1.99736 -0.68199  0.02
H -0.05262 1.16815 -1.28475  0.11
H 0.56965 1.28545 1.68311  0.04
H -1.86081 2.11296 -0.39623  0.05
H -0.11700 -1.27689 0.54184  0.10
H 2.25122 -2.76459 0.96002  0.00
H 2.79328 -2.29751 0.67024  -0.03
H 0.44560 -1.12078 -1.10042  0.09

Spin multiplicity   2
⟨S²⟩   0.75
Total charge   -1
Kohn-Sham gap (alpha / beta)   6.4114 / 5.0189 eV



<B>
This record from the Open Molecules 2025 dataset describes the ion C3H10N2S with charge -1. The level of theory is ωB97M-V/def2-TZVPD.

Last column: Löwdin charge in e.
Atoms and positions in Å:
S 1.50199 -0.78222 -1.64831  0.17
N -1.49443 -0.13555 -0.46759  0.02
N -1.42425 1.71266 1.93834  -0.02
C -0.54301 0.53280 1.71240  -0.33
C -0.31403 0.32968 0.18100  -0.55
C 0.86623 -0.72294 0.04508  -0.61
H -2.40328 -0.10439 -0.04495  0.05
H 0.42610 -1.67862 0.35333  0.03
H 1.62004 -0.28965 0.72734  0.03
H 0.44694 0.76032 2.08731  0.07
H 1.44181 -2.11317 -1.74893  -0.20
H -2.26342 1.41590 1.43920  0.03
H -0.67571 -0.52058 1.96485  0.09
H -1.19112 2.52448 1.37700  0.05
H -1.44581 -0.16049 -1.47124  0.05
H 0.06354 1.30401 -0.20253  0.11

Spin multiplicity   2
⟨S²⟩   0.75
Total charge   -1
Kohn-Sham gap (alpha / beta)   2.1588 / 8.8607 eV



<C>
This record from the Open Molecules 2025 dataset describes the ion C3H10N2S with charge -1. The level of theory is ωB97M-V/def2-TZVPD.

Last column: Löwdin charge in e.
Atoms and positions in Å:
S 1.18669 -0.12922 2.27975  0.32
N -0.77638 0.03489 -2.98548  -0.04
N -1.45661 -1.01494 -0.28117  -0.05
C -0.31429 0.85348 -1.60344  -0.23
C 0.44916 0.71065 0.76553  -0.68
C -0.16193 -0.12575 -0.46146  -0.51
H 1.34236 1.23825 0.35374  0.03
H 0.06854 -0.38037 -3.43232  0.03
H -1.13772 -1.99379 0.04238  0.00
H 0.68351 -0.77701 -0.57702  0.08
H -0.33557 1.43798 1.05284  0.05
H -1.16750 1.56893 -1.40799  0.10
H -1.93655 -0.68049 0.61720  0.02
H -1.40166 -0.63228 -2.55135  -0.01
H 0.56392 1.57829 -1.89890  0.12
H 0.12693 -1.06182 1.98817  -0.21

Spin multiplicity   2
⟨S²⟩   0.75
Total charge   -1
Kohn-Sham gap (alpha / beta)   3.0026 / 8.7117 eV



Stability summary - winner: <A>; margin: 4.0 kcal/mol.